Entry 1:
C8H21N5O13 | ωB97M-V with the def2-TZVPD basis set

Geometry as XYZ:
```
47
Properties=species:S:1:pos:R:3
O 3.009 -1.259 -2.242
O 0.573 -4.659 0.835
O -0.017 -0.505 1.125
O -3.528 3.831 4.638
O -1.408 1.416 -2.817
O 4.848 -0.396 -2.862
O -1.369 3.569 4.204
O -0.662 -5.564 -0.703
O -0.851 -1.603 2.762
O 2.503 2.763 1.453
O -2.291 -0.326 1.314
O -1.505 0.172 -4.595
O 0.404 2.940 2.070
N -1.204 1.223 -3.987
N -2.602 3.304 4.067
N 1.515 2.479 2.170
N 3.707 -0.824 -3.106
N 0.094 -4.673 -0.285
C -2.995 2.229 3.067
C 3.082 -0.567 -4.426
C -1.920 -2.254 3.414
C 1.731 1.666 3.383
C -0.566 2.277 -4.834
C 0.086 0.117 -0.131
C 0.671 -3.716 -1.251
C -1.210 -0.780 1.672
H 3.571 0.244 -4.966
H 2.402 2.150 4.093
H 3.304 -1.537 -4.873
H -3.847 2.602 2.498
H 0.717 1.499 3.746
H 2.112 -0.202 -4.090
H -2.489 -1.598 4.073
H 2.069 0.731 2.937
H 0.143 -4.020 -2.154
H -0.856 2.411 -5.876
H 0.282 -2.761 -0.898
H -3.162 1.280 3.577
H -1.536 -3.049 4.054
H -0.063 1.194 -0.219
H -0.660 3.273 -4.403
H 1.039 -0.170 -0.574
H 1.749 -3.867 -1.313
H -2.605 -2.798 2.765
H 0.473 1.948 -4.797
H -0.564 -0.351 -0.871
H -2.173 2.161 2.355
```

Results
* relative energy (zero: lowest compared OMol25 entry of this formula, charge and spin): 0.484 eV
* maximum force: 0.1105 hartree/bohr
* Kohn-Sham gap (alpha / beta): 2.66 / 6.93 eV
* 2S+1: 2
* expectation value of S²: 0.75
* HOMO (alpha / beta): -0.605 / -4.876 eV
* total charge: -1


Entry 2:
C8H21O2PTa | ωB97M-V with the def2-TZVPD basis set

Geometry as XYZ:
```
33
Properties=species:S:1:pos:R:3
Ta -1.918 0.756 1.135
P -3.733 -0.265 -0.398
O 2.963 -1.948 0.193
O 4.142 0.034 -0.788
C 2.794 0.513 -1.203
C 1.993 1.281 0.013
C 5.380 -1.478 1.022
C 4.037 -1.151 0.088
C -3.080 -1.866 -1.209
C -5.410 -0.505 0.483
C 0.665 2.082 -0.556
C -0.624 1.096 -0.787
H 2.173 -0.330 -1.739
H -0.344 0.025 -1.185
H 6.133 -0.564 1.063
H 5.925 -2.428 0.578
H 2.715 2.103 0.461
H 3.005 1.350 -2.028
H -3.252 -1.788 -2.378
H -1.898 -1.910 -1.067
H 1.659 0.568 0.888
H 4.973 -1.756 2.087
H -1.084 -0.863 1.456
H -5.802 -1.632 0.442
H -0.594 1.586 2.154
H 0.977 2.484 -1.636
H -6.221 0.115 -0.137
H -2.748 2.398 0.977
H -1.359 1.564 -1.586
H -2.921 0.465 2.667
H -3.493 -2.860 -0.743
H -5.459 -0.056 1.579
H 0.407 2.978 0.155
```

Results
* maximum force: 0.1661 hartree/bohr
* Kohn-Sham gap: 6.64 eV
* HOMO: -3.819 eV
* total charge: -1


Entry 3:
C8H21O3P2 | ωB97M-V with the def2-TZVPD basis set

Geometry as XYZ:
```
34
Properties=species:S:1:pos:R:3
P 1.893 0.204 -1.962
P 1.940 0.186 0.205
O 0.172 0.930 2.075
O -0.766 -5.193 1.273
O 1.343 -2.761 -0.505
C -1.216 2.809 1.266
C -2.529 2.796 0.486
C -1.071 1.605 2.212
C 0.390 -0.733 -2.289
C 1.525 1.962 -2.430
C 0.361 -4.712 0.725
C 0.249 0.182 0.880
C 0.213 -3.301 0.078
H 2.610 -0.933 0.709
H -0.644 -3.405 -0.631
H -3.390 2.750 1.153
H 0.856 1.931 -3.287
H -1.895 0.895 2.086
H 2.464 2.450 -2.679
H 0.158 -0.648 -3.353
H -1.145 3.734 1.836
H 1.227 -4.589 1.441
H -1.092 1.946 3.245
H -0.389 2.767 0.554
H 0.005 -0.884 1.018
H -2.560 1.979 -0.234
H 0.636 -1.757 -1.963
H 2.540 1.391 0.618
H -2.629 3.726 -0.077
H -0.493 -0.422 -1.729
H 1.049 2.543 -1.637
H -0.209 -2.681 0.918
H -0.402 0.574 0.095
H 0.800 -5.343 -0.100
```

Results
* maximum force: 0.0281 hartree/bohr
* Kohn-Sham gap: 3.55 eV
* HOMO: -1.250 eV
* total charge: -1


Entry 4:
C8H22AgBr2N2O2 | ωB97M-V with the def2-TZVPD basis set

Geometry as XYZ:
```
37
Properties=species:S:1:pos:R:3
Ag 0.244 -1.424 0.997
Br -1.972 -2.853 0.522
Br 2.309 0.341 1.708
O -1.319 0.250 0.967
O 1.501 1.511 -2.694
N 0.477 -0.704 -1.156
N -0.155 -1.008 3.316
C 1.452 0.100 -3.174
C -1.771 1.111 -0.123
C -1.299 0.870 2.289
C -1.448 -0.307 3.241
C 1.571 2.496 -3.720
C 1.550 -2.356 -2.460
C 1.616 -0.885 -2.056
C -1.870 0.051 4.645
H 2.120 3.422 -3.552
H 2.131 2.256 -4.624
H 0.535 -0.161 -3.703
H -0.201 -1.805 3.934
H 0.685 -2.728 -3.010
H 2.481 -2.595 -2.975
H -2.215 -1.015 2.927
H -2.493 1.888 0.129
H -2.426 -0.826 4.976
H -0.953 1.781 -0.389
H -0.364 -0.759 -1.714
H -1.131 0.087 5.446
H -0.416 1.472 2.500
H 2.497 -0.631 -1.465
H 0.482 -0.385 3.793
H 1.711 -2.976 -1.578
H 2.220 -0.139 -3.910
H 0.641 0.282 -1.302
H 0.569 2.885 -3.903
H -1.945 0.466 -0.984
H -2.232 1.411 2.448
H -2.581 0.877 4.656
```

Results
* relative energy (zero: lowest compared OMol25 entry of this formula, charge and spin): 2.783 eV
* maximum force: 0.0587 hartree/bohr
* Kohn-Sham gap (alpha / beta): 9.09 / 5.87 eV
* 2S+1: 2
* expectation value of S²: 0.76
* HOMO (alpha / beta): -8.549 / -8.427 eV


Entry 5:
C8H22BrNbO5P | ωB97M-V with the def2-TZVPD basis set

Geometry as XYZ:
```
38
Properties=species:S:1:pos:R:3
Nb -1.580 3.459 -2.519
Br 0.965 1.512 -4.591
P 0.724 -1.008 2.097
O 0.411 -2.623 1.909
O -0.990 -0.839 2.253
O 0.570 -0.534 0.505
O 2.439 2.462 -2.160
O 2.259 -1.158 1.957
C -2.071 -1.476 0.135
C -0.440 -3.118 4.137
C 1.665 -0.009 -0.236
C -1.835 -0.405 1.194
C 1.469 2.753 -3.066
C 0.592 4.164 -2.947
C 2.399 -1.119 -0.969
C 0.580 -3.438 3.059
H 0.458 -4.479 2.743
H 2.647 -1.960 -0.316
H -1.457 0.526 0.762
H -3.252 2.827 -2.141
H -2.638 -1.062 -0.700
H 2.329 0.574 0.411
H -2.183 5.116 -2.928
H -2.636 -2.312 0.562
H -0.957 1.785 -2.084
H 1.256 0.695 -0.970
H -1.689 2.875 -4.253
H -2.801 -0.154 1.646
H -0.295 -2.103 4.525
H -0.355 -3.814 4.975
H 0.619 4.799 -3.936
H 0.984 4.813 -2.026
H -1.265 3.913 -0.765
H 1.762 -1.524 -1.767
H 3.324 -0.741 -1.418
H -1.148 -1.906 -0.260
H -1.458 -3.167 3.737
H 1.599 -3.326 3.445
```

Results
* maximum force: 0.1881 hartree/bohr
* Kohn-Sham gap: 5.79 eV
* HOMO: -5.404 eV
* total charge: -1


Entry 6:
C8H22KN2O6S | ωB97M-V with the def2-TZVPD basis set

Geometry as XYZ:
```
40
Properties=species:S:1:pos:R:3
K 3.704 1.892 1.088
S 0.904 2.882 -0.440
O 2.690 -0.553 2.360
O 0.876 1.864 -1.547
O 0.981 2.119 0.862
O -0.295 3.730 -0.414
O 2.147 3.684 -0.597
O -2.877 -1.098 0.632
N 2.640 0.065 -0.666
N -1.816 0.239 -2.669
C 2.288 -1.432 1.335
C -2.919 1.658 -0.804
C 1.573 0.020 3.005
C -1.714 -1.569 1.180
C 1.735 -0.857 0.052
C -2.829 -0.883 -0.846
C 1.343 -2.023 -0.861
C -2.058 0.430 -1.229
H -0.867 -0.908 1.042
H 0.642 -2.690 -0.344
H 0.955 0.490 2.264
H -1.902 -1.570 2.255
H -2.433 2.613 -0.761
H -3.282 1.638 0.228
H -1.119 0.845 -3.133
H -3.833 -0.731 -1.168
H 0.845 -0.233 0.259
H -3.851 1.741 -1.403
H 1.069 -0.668 3.689
H -1.060 0.632 -0.838
H -2.305 -1.701 -1.326
H 2.212 -2.608 -1.190
H 1.588 -2.177 1.785
H 3.191 -2.027 1.183
H 2.094 0.833 -1.057
H 0.803 -1.705 -1.783
H 2.093 0.756 3.734
H 2.870 -0.473 -1.552
H -2.696 0.422 -3.164
H -1.388 -2.645 0.842
```

Results
* relative energy (zero: lowest compared OMol25 entry of this formula, charge and spin): 0.185 eV
* maximum force: 0.0692 hartree/bohr
* Kohn-Sham gap: 6.17 eV
* HOMO: -4.360 eV
* total charge: -1


Entry 7:
C8H23BaNO13S2 | ωB97M-V with the def2-TZVPD basis set

Geometry as XYZ:
```
48
Properties=species:S:1:pos:R:3
Ba -19.599 -20.263 -3.997
S -22.184 -20.118 -6.433
S -19.168 -23.195 -5.433
O -19.906 -23.066 -4.134
O -22.959 -17.820 -3.650
O -16.933 -20.174 -3.565
O -23.518 -19.486 -6.360
O -18.190 -24.284 -5.562
O -18.449 -21.909 -5.597
O -22.232 -21.277 -7.338
O -20.198 -23.302 -6.469
O -21.894 -20.608 -5.054
O -21.119 -19.134 -6.725
O -17.105 -16.478 -0.276
O -18.534 -22.242 -2.147
O -21.659 -20.265 -2.076
N -19.584 -17.521 -2.811
C -23.528 -18.675 -2.711
C -18.339 -16.966 -0.765
C -17.094 -16.451 1.131
C -17.126 -22.160 -2.093
C -22.542 -19.233 -1.684
C -18.367 -16.831 -2.273
C -16.728 -20.688 -2.244
C -18.440 -15.331 -2.626
H -21.885 -18.503 -1.202
H -16.667 -22.833 -2.827
H -18.463 -18.027 -0.489
H -17.487 -17.395 1.544
H -17.336 -20.108 -1.552
H -18.749 -15.160 -3.658
H -16.058 -16.311 1.424
H -17.783 -15.734 1.599
H -20.370 -16.978 -2.462
H -22.815 -18.282 -4.505
H -16.232 -20.519 -4.127
H -16.766 -22.594 -1.146
H -19.077 -14.768 -1.945
H -23.168 -19.603 -0.850
H -22.031 -21.139 -2.232
H -18.867 -22.961 -2.753
H -17.456 -17.264 -2.684
H -24.115 -19.456 -3.196
H -15.645 -20.653 -2.077
H -19.221 -16.515 -0.288
H -24.200 -18.046 -2.110
H -19.510 -17.290 -3.798
H -17.425 -14.922 -2.554
```

Results
* relative energy (zero: lowest compared OMol25 entry of this formula, charge and spin): 0.000 eV
* maximum force: 0.0830 hartree/bohr
* Kohn-Sham gap: 4.23 eV
* HOMO: -0.798 eV
* total charge: -2


Entry 8:
C8H24BBr4N4O8 | ωB97M-V with the def2-TZVPD basis set

Geometry as XYZ:
```
49
Properties=species:S:1:pos:R:3
Br 4.402 -2.938 -2.455
Br 3.407 -3.181 2.206
Br -0.724 -4.405 2.445
Br -0.007 -3.141 -1.992
O -0.705 0.772 -4.025
O -0.929 0.495 -0.585
O 1.447 3.199 1.838
O 0.657 2.469 -0.235
O -2.642 -0.123 -1.985
O 0.588 1.080 -2.248
O 2.547 0.379 1.898
O 1.352 0.209 -0.008
N -3.217 1.667 -4.621
N -3.783 0.646 0.277
N -1.538 3.944 1.628
N 1.601 1.640 4.261
C 1.844 0.852 1.059
C -1.525 0.302 -1.758
C -0.522 0.714 -2.860
C 4.464 -3.492 -0.494
C 3.817 -2.420 0.415
C 1.299 2.317 0.936
C -0.303 -4.379 0.455
C -0.170 -2.968 -0.100
B 0.442 1.081 -0.792
H -1.731 4.852 2.025
H -3.357 2.531 -4.116
H 1.212 2.544 4.033
H -3.613 1.695 -5.550
H -0.543 3.819 1.503
H 5.520 -3.755 -0.443
H -1.107 -4.918 -0.047
H 0.670 -2.377 0.266
H 2.917 -1.988 -0.024
H -3.444 0.669 1.228
H 4.438 -1.533 0.543
H -3.655 0.938 -4.076
H -4.114 1.519 -0.109
H -2.212 1.561 -4.624
H -0.887 -2.202 0.197
H -1.977 3.173 2.110
H -4.560 0.007 0.361
H 2.145 1.228 3.517
H 0.588 -5.006 0.424
H 2.049 1.890 5.131
H -3.018 0.226 -0.232
H 3.961 -4.459 -0.465
H -1.917 3.866 0.695
H 0.831 1.000 4.395
```

Results
* maximum force: 0.1183 hartree/bohr
* Kohn-Sham gap (alpha / beta): 2.61 / 5.70 eV
* 2S+1: 2
* expectation value of S²: 0.75
* HOMO (alpha / beta): -9.838 / -13.012 eV
* total charge: +2


Entry 9:
C8H24BeN3O17 | ωB97M-V with the def2-TZVPD basis set

Geometry as XYZ:
```
53
Properties=species:S:1:pos:R:3
O -1.741 1.526 -0.979
O -0.064 -1.024 2.664
O -4.439 1.648 2.834
O -2.551 1.673 3.881
O 0.360 2.106 1.516
O -3.013 1.744 -3.785
O 2.200 -0.285 1.037
O 0.622 -2.496 0.288
O 2.008 3.482 1.784
O -0.357 -0.818 -1.932
O 5.017 -1.070 0.707
O 0.937 1.467 -1.145
O 0.889 -1.902 4.390
O 0.580 3.198 3.367
O 0.515 0.229 4.327
O -2.136 -1.755 0.188
O -2.712 0.680 1.964
N 0.988 2.910 2.259
N 0.462 -0.878 3.827
N -3.226 1.354 2.908
C 4.480 0.229 0.415
C -3.092 1.453 -1.404
C 0.295 -0.002 -2.905
C -0.471 -3.351 0.633
C 3.299 0.587 1.281
C 1.435 0.692 -2.244
C -3.285 0.793 -2.748
C -1.663 -3.035 -0.227
Be -0.293 -0.054 0.589
H 2.561 -1.164 1.195
H 2.150 0.038 -1.722
H 3.031 1.612 1.025
H -1.429 -3.158 -1.293
H -3.144 1.346 -4.649
H 1.635 2.018 -0.768
H -2.580 -0.029 -2.908
H -0.435 0.709 -3.306
H 5.258 0.999 0.425
H -2.977 -1.606 -0.255
H -0.130 -4.366 0.396
H -3.684 0.894 -0.675
H -1.253 1.901 -1.720
H -0.634 -3.268 1.709
H 0.698 -0.605 -3.724
H 2.122 1.252 -2.886
H 1.456 -2.814 0.637
H -0.901 -1.428 -2.436
H 3.619 0.485 2.321
H 4.174 0.204 -0.643
H -3.538 2.451 -1.355
H -2.474 -3.761 -0.111
H -4.305 0.404 -2.837
H 5.738 -1.216 0.092
```

Results
* relative energy (zero: lowest compared OMol25 entry of this formula, charge and spin): 0.400 eV
* maximum force: 0.0542 hartree/bohr
* Kohn-Sham gap: 5.50 eV
* HOMO: -4.190 eV
* total charge: -1


Entry 10:
C8H24CuO4P2S | ωB97M-V with the def2-TZVPD basis set

Geometry as XYZ:
```
40
Properties=species:S:1:pos:R:3
Cu 0.147 0.044 -0.883
S 0.258 0.967 3.324
P -0.135 2.210 -1.008
P -0.127 -2.188 -0.948
O 1.129 1.517 2.166
O -1.108 0.845 2.823
O 0.447 1.807 4.512
O 2.442 -0.284 0.939
C -0.317 -2.754 -2.681
C 1.013 -0.625 3.674
C 1.483 0.305 0.614
C 1.233 -3.257 -0.336
C 1.281 3.264 -0.523
C -1.430 3.040 -0.020
C -0.520 2.777 -2.697
C -1.539 -3.090 -0.180
H 0.697 -1.018 4.641
H 1.033 -4.301 -0.624
H -0.555 3.874 -2.729
H -1.439 4.111 -0.274
H 0.543 -2.418 -3.273
H -1.994 -0.622 1.062
H 1.434 3.150 0.561
H -2.591 -0.941 0.694
H 1.058 4.308 -0.792
H -1.524 -4.154 -0.466
H 2.105 -0.525 3.688
H 0.246 2.396 -3.382
H -2.492 -2.656 -0.509
H 1.285 -3.185 0.761
H 2.187 -2.927 -0.766
H -0.383 -3.851 -2.692
H -1.237 -2.322 -3.099
H -1.488 2.360 -3.004
H -1.484 -3.008 0.915
H -1.218 2.895 1.049
H 0.719 -1.340 2.901
H -2.407 2.592 -0.243
H 1.078 0.100 -2.144
H 2.173 2.903 -1.052
```

Results
* maximum force: 0.0819 hartree/bohr
* Kohn-Sham gap (alpha / beta): 8.79 / 6.88 eV
* 2S+1: 2
* expectation value of S²: 0.76
* HOMO (alpha / beta): -8.434 / -8.648 eV


Entry 11:
C8H24FO4S4Zr | ωB97M-V with the def2-TZVPD basis set

Geometry as XYZ:
```
42
Properties=species:S:1:pos:R:3
Zr -0.182 -1.079 -1.366
S 1.913 -2.506 1.270
S -2.167 -2.147 1.512
S -3.206 1.148 -1.632
S 2.516 0.725 -2.659
F 0.103 0.683 -0.064
O 1.262 -1.849 0.037
O 1.901 -0.223 -1.661
O -2.284 -0.115 -1.348
O -1.368 -1.820 0.211
C 3.709 -2.520 1.017
C 2.391 2.508 -2.105
C 1.634 -1.271 2.630
C 4.281 0.513 -2.240
C -3.954 1.760 -0.111
C -3.964 -2.216 1.005
C -1.996 2.554 -1.904
C -2.146 -0.450 2.277
H -4.402 2.734 -0.305
H 3.991 -1.633 0.450
H -1.443 -0.228 3.081
H -2.445 3.534 -2.063
H 4.510 0.561 -1.175
H 4.156 -3.413 0.580
H 1.795 -0.221 2.387
H 1.329 2.748 -2.044
H 2.299 -1.497 3.464
H -1.928 0.424 1.664
H -1.469 2.639 -0.953
H 0.719 -1.516 3.170
H 4.230 -2.527 1.974
H -3.073 -0.426 2.849
H -4.565 0.974 0.333
H 4.529 -0.537 -2.394
H 2.976 3.081 -2.824
H 4.927 1.244 -2.726
H 2.891 2.637 -1.144
H -3.051 1.972 0.461
H -1.319 2.447 -2.751
H -4.453 -2.214 1.979
H -4.338 -3.164 0.620
H -4.311 -1.316 0.497
```

Results
* maximum force: 0.1792 hartree/bohr
* Kohn-Sham gap: 7.67 eV
* HOMO: -19.036 eV
* total charge: +3